1.
Below is a molecular structure, C5H8N, with properties calculated with ωB97M-V/def2-TZVPD.

Last column: Mulliken spin population.
Positions of all 14 atoms, in Å:
C (0.07597, -0.04714, -0.54294)  0.1035
C (-0.57132, 0.73799, 0.47650)  1.5806
C (0.66483, 1.12489, -1.01414)  0.2556
C (1.15357, 1.95484, -2.02069)  0.0181
C (-1.12603, -1.99338, 2.08483)  0.0295
N (0.68880, 1.21599, 0.31342)  -0.0262
H (0.11276, -1.15359, -0.77955)  -0.0014
H (1.58999, 2.75400, -1.52026)  -0.0025
H (0.36244, 2.27516, -2.71688)  0.0239
H (1.69702, 1.23290, -2.69209)  0.0182
H (-0.98108, -0.91948, 2.35421)  -0.0015
H (-0.36268, -2.60892, 2.54428)  0.0017
H (-1.26060, -2.22249, 0.99517)  -0.0019
H (-2.04368, -2.35078, 2.51813)  0.0024

Its LUMO energy (spin up / spin down) is -5.607 / -8.106 eV. For the energy, the calculation gives -6787.976 eV. As for the gap between HOMO and LUMO (spin up / spin down): 7.82 / 8.29 eV. Its multiplicity is 3. The relative energy (zero: lowest compared OMol25 entry of this formula, charge and spin) comes out at 636.8 kJ/mol. As for the highest occupied orbital energy (spin up / spin down): -13.427 / -16.395 eV. Its charge is +1.

---

2.
Below is 2 unconnected molecules or ions with the total composition C6H14NO, with properties calculated with ωB97M-V/def2-TZVPD.

Last column: natural (NBO) charge in e.
Positions of all 22 atoms, in Å:
C (1.00546, -1.59596, -0.36948)  -0.6625
C (1.90750, -0.68542, 0.49543)  -0.3845
C (1.10698, 0.40161, 1.34222)  -0.4613
C (-0.36867, 0.33720, 1.01151)  0.0842
C (-1.09943, -0.49523, 1.85038)  0.1157
C (-2.20472, 0.54676, -0.46158)  -0.5246
N (-0.83606, 0.93710, -0.08360)  -0.0444
H (0.10879, -2.02677, 0.07587)  0.1807
H (0.84217, -1.14532, -1.35630)  0.2597
H (1.52606, -2.52209, -0.64059)  0.2503
H (2.45535, -1.29007, 1.21767)  0.2193
H (2.58994, -0.19116, -0.18849)  0.2389
H (1.31386, 0.04671, 2.36451)  0.2316
H (1.51295, 1.39648, 1.11666)  0.2619
H (-0.68097, -0.85190, 2.77710)  0.2370
H (-2.17751, -0.56735, 1.74059)  0.2177
H (-2.94780, 0.99649, 0.22594)  0.2696
H (-2.33417, -0.53178, -0.53225)  0.2453
H (-2.43595, 1.00781, -1.43644)  0.2597
H (0.44765, 1.27699, -3.45297)  0.4916
H (-0.06372, 1.01289, -1.98983)  0.4658
O (0.42569, 0.63623, -2.73332)  -0.9516

Its LUMO energy is -8.595 eV. For the energy, the calculation gives -9975.570 eV. As for the gap between HOMO and LUMO: 6.13 eV. The relative energy (zero: lowest compared OMol25 entry of this formula, charge and spin) comes out at 451.1 kJ/mol. As for the highest occupied orbital energy: -14.722 eV. Its charge is +1.

---

3.
Below is a molecular structure, C14H28N4OPdS2, with properties calculated with ωB97M-V/def2-TZVPD.

Last column: Mulliken spin population.
Positions of all 50 atoms, in Å:
Pd (0.74561, 0.24785, -0.29996)  1.3253
C (2.07369, 2.93039, -0.78567)  -0.0175
C (2.97981, 1.91967, -1.50463)  0.0077
N (2.84306, 0.61843, -0.78850)  0.1437
C (3.60575, 0.37253, 0.46347)  0.0040
C (3.15245, 1.10865, 1.66698)  -0.0083
S (1.31655, 0.89600, 1.96832)  0.2726
C (0.65364, 2.60273, 1.93966)  -0.0054
C (0.02482, 3.04327, 0.61239)  0.0000
N (0.67304, 2.44304, -0.57187)  0.1256
H (2.10412, 3.91262, -1.29501)  0.0039
H (2.52426, 3.10568, 0.23827)  0.0005
H (4.02024, 2.30026, -1.54352)  0.0050
H (2.64640, 1.74359, -2.54434)  0.0038
H (3.15265, -0.10990, -1.42861)  -0.0045
H (4.65746, 0.61812, 0.28475)  0.0007
H (3.57816, -0.69525, 0.61553)  -0.0002
H (3.34938, 2.17447, 1.62608)  0.0012
H (3.59440, 0.68286, 2.57751)  0.0052
H (1.48335, 3.24322, 2.28237)  0.0076
H (-0.15853, 2.59703, 2.73775)  0.0000
H (0.02896, 4.11742, 0.54451)  0.0036
H (-1.03835, 2.75825, 0.56168)  -0.0019
H (0.13534, 2.67129, -1.39040)  -0.0059
O (-1.47653, 0.20332, 0.18421)  0.0483
S (-2.44547, -0.15314, -0.95123)  0.0024
C (-3.56659, 1.25421, -1.09594)  0.0019
C (-4.99868, 0.87041, -0.72632)  0.0010
C (-4.81115, -0.25798, 0.29735)  -0.0002
C (-3.83819, -1.20787, -0.35439)  0.0035
H (-3.45093, 1.75216, -2.06459)  0.0002
H (-3.09139, 1.89583, -0.32976)  -0.0005
H (-5.58594, 0.52355, -1.58298)  0.0000
H (-5.54671, 1.71183, -0.29326)  0.0003
H (-5.78228, -0.74121, 0.47473)  0.0004
H (-4.38090, 0.09237, 1.22291)  0.0006
H (-4.25362, -1.60976, -1.27060)  0.0003
H (-3.41100, -2.01762, 0.25367)  -0.0001
C (0.03650, -5.27512, 0.84998)  0.0010
N (0.58520, -4.08886, 0.20848)  0.0024
C (1.53934, -4.06489, -0.76965)  0.0023
C (1.71107, -2.76228, -1.12453)  -0.0028
N (0.88791, -1.94087, -0.34853)  0.0700
C (0.20108, -2.80824, 0.42780)  0.0033
H (0.85611, -5.94548, 1.00349)  0.0001
H (-0.64540, -5.82351, 0.20546)  -0.0001
H (-0.45244, -5.02671, 1.77704)  0.0000
H (1.96660, -4.97913, -1.16790)  0.0001
H (2.36483, -2.39675, -1.92730)  -0.0020
H (-0.55764, -2.50645, 1.13515)  0.0009

Its LUMO energy (spin up / spin down) is -4.914 / -7.580 eV. For the energy, the calculation gives -48116.099 eV. As for the gap between HOMO and LUMO (spin up / spin down): 9.41 / 7.36 eV. Its multiplicity is 3. The relative energy (zero: lowest compared OMol25 entry of this formula, charge and spin) comes out at 0.0 kJ/mol. As for the highest occupied orbital energy (spin up / spin down): -14.320 / -14.943 eV. Its charge is +2.

---

4.
Below is a molecular structure, C3H7N3O2S2, with properties calculated with ωB97M-V/def2-TZVPD.

Last column: natural (NBO) charge in e.
Positions of all 17 atoms, in Å:
C (-0.02612, 0.35029, 2.05381)  -0.0509
C (-1.73889, 1.53468, 1.11319)  -0.2772
C (-0.95197, 1.39386, -0.21272)  -0.6461
N (-1.02427, 1.09017, 2.32046)  -0.3523
N (0.20437, -1.27223, 0.01917)  -0.9955
N (2.96009, -1.83330, -1.31534)  -1.0923
O (1.40636, -0.64124, -2.73298)  -0.9217
O (1.04388, -3.09485, -2.30883)  -0.8780
S (0.48718, 0.22907, 0.19314)  0.9698
S (1.40931, -1.76281, -1.88541)  2.2419
H (0.35351, -0.17561, 2.92847)  0.2323
H (-2.03421, 2.57408, 1.28885)  0.2190
H (-2.65702, 0.86637, 1.00604)  0.2220
H (-1.57315, 1.21633, -1.13761)  0.2655
H (-0.50634, 2.39801, -0.45414)  0.2283
H (3.24806, -2.49891, -0.61771)  0.4162
H (3.47767, -0.90486, -1.34790)  0.4189

Its LUMO energy (spin up / spin down) is -0.508 / -0.508 eV. For the energy, the calculation gives -33455.205 eV. As for the gap between HOMO and LUMO (spin up / spin down): 8.26 / 8.26 eV. The relative energy (zero: lowest compared OMol25 entry of this formula, charge and spin) comes out at 174.9 kJ/mol. As for the highest occupied orbital energy (spin up / spin down): -8.763 / -8.765 eV. Its charge is 0.

---

5.
Below is a molecular structure, C31H30AuClIN4OS2Se, with properties calculated with ωB97M-V/def2-TZVPD.

Last column: Löwdin charge in e.
Positions of all 72 atoms, in Å:
Au (-1.21001, 0.49053, -1.59868)  0.3404
Cl (4.23480, -5.52559, -1.74120)  0.7090
C (3.10598, -4.23505, -2.00052)  -0.6212
C (3.54272, -2.96690, -2.27565)  -0.1566
C (2.66370, -1.88978, -2.47145)  -0.6294
I (3.41649, -0.02069, -2.96573)  1.0080
C (1.26897, -2.02081, -2.36816)  -0.4732
O (0.40544, -1.10146, -2.48902)  -0.2107
C (0.85433, -3.39258, -2.15299)  -0.0618
N (-0.47952, -3.60355, -2.19406)  0.1940
C (-1.06656, -4.78333, -2.03842)  -0.1321
C (-0.25564, -5.88628, -1.78120)  0.0238
C (1.11438, -5.73943, -1.74168)  0.0385
C (1.72171, -4.49166, -1.95488)  -0.1644
H (4.60800, -2.78980, -2.34726)  0.0991
H (-1.02852, -2.73849, -2.31956)  0.1376
H (-0.70006, -6.85492, -1.61609)  0.1138
H (1.74153, -6.60092, -1.55318)  0.1086
S (-3.39833, 0.02585, -0.89313)  0.6627
C (-3.69223, -1.59222, -1.01632)  -1.0647
N (-2.87623, -2.48091, -1.67198)  0.0345
C (-3.29596, -3.70459, -1.56656)  -0.2211
C (-2.58141, -4.84975, -2.21832)  -0.1264
C (-3.19535, -6.18194, -1.90458)  -0.0224
C (-4.32561, -6.30775, -1.20470)  -0.0382
C (-5.01565, -5.15334, -0.64252)  -0.0036
C (-4.51380, -3.91518, -0.82606)  -0.4499
S (-5.07470, -2.35958, -0.26328)  1.0701
H (-2.75041, -4.69972, -3.29952)  0.1977
H (-2.72479, -7.05231, -2.34034)  0.1220
H (-4.75804, -7.28588, -1.04820)  0.1202
H (-5.92750, -5.30561, -0.07971)  0.1272
C (3.32883, 3.33427, 1.29357)  -0.0866
C (3.76983, 2.08343, 0.53183)  -0.2471
C (3.18540, 0.77217, 1.06256)  -0.1838
C (1.74488, 0.48625, 0.64847)  -0.1616
N (0.78025, 1.45826, 1.15088)  -0.0160
C (0.09774, 2.35034, 0.40628)  -0.6462
Se (0.20183, 2.55471, -1.46328)  0.6860
N (-0.65649, 3.10312, 1.23158)  -0.0056
C (-1.57206, 4.17931, 0.85570)  -0.1402
C (-1.01918, 5.55535, 1.21557)  -0.1763
C (0.16571, 5.99146, 0.35458)  -0.2524
C (-0.23609, 6.38280, -1.06344)  -0.1083
C (-0.47927, 2.66275, 2.53996)  -0.1384
C (-1.05084, 3.07422, 3.73550)  0.0035
C (-0.66892, 2.39084, 4.87640)  -0.0663
C (0.24799, 1.33240, 4.82225)  -0.0672
C (0.81213, 0.92336, 3.62715)  0.0037
C (0.42983, 1.61347, 2.48496)  -0.1445
H (3.94945, 4.18800, 1.02163)  0.0786
H (3.41903, 3.18873, 2.37262)  0.0805
H (2.29596, 3.61131, 1.08021)  0.0368
H (4.85754, 2.00996, 0.59464)  0.1097
H (3.52800, 2.18416, -0.52952)  0.0669
H (3.28707, 0.74977, 2.15128)  0.1036
H (3.76938, -0.06885, 0.67984)  0.1094
H (1.43296, -0.50177, 0.99752)  0.1335
H (1.65718, 0.49939, -0.43877)  0.0271
H (-2.51285, 3.98841, 1.37556)  0.1306
H (-1.75190, 4.08767, -0.21350)  0.0838
H (-0.74065, 5.56035, 2.27221)  0.1061
H (-1.83321, 6.27644, 1.10361)  0.1212
H (0.91293, 5.19177, 0.32122)  0.0766
H (0.65358, 6.83937, 0.83902)  0.1114
H (-0.68217, 5.54685, -1.60374)  0.0366
H (0.63121, 6.71165, -1.63566)  0.0769
H (-0.95735, 7.20207, -1.04880)  0.0777
H (-1.75932, 3.88956, 3.77797)  0.1160
H (-1.08568, 2.68031, 5.83101)  0.1096
H (0.52195, 0.82487, 5.73686)  0.1091
H (1.51754, 0.10511, 3.58924)  0.1139

Its LUMO energy is -4.797 eV. For the energy, the calculation gives -151970.040 eV. As for the gap between HOMO and LUMO: 4.96 eV. The relative energy (zero: lowest compared OMol25 entry of this formula, charge and spin) comes out at 51.4 kJ/mol. As for the highest occupied orbital energy: -9.762 eV. Its charge is +1.

---

6.
Below is a molecular structure, C4H8F6InN3O14S7, with properties calculated with ωB97M-V/def2-TZVPD.

Last column: Mulliken spin population.
Positions of all 43 atoms, in Å:
In (-1.59182, -0.06234, -1.53378)  0.1015
N (-0.73888, -2.52462, -2.85378)  0.4754
S (0.28406, -3.57808, -2.75311)  -0.0780
O (0.81599, -4.13303, -4.00521)  0.1949
O (0.08233, -4.46244, -1.59043)  0.2551
F (1.36713, -2.51184, -2.25939)  -0.0017
S (-1.87774, -3.58246, -3.70786)  -0.0111
O (-2.63863, -4.49914, -2.89572)  0.0096
O (-1.56450, -3.91496, -5.11502)  0.0202
F (-2.83923, -2.36702, -3.78985)  -0.0013
N (0.04946, 2.24127, -1.48973)  0.0117
S (1.23405, 2.60850, -2.68960)  -0.0017
O (2.50554, 1.93791, -2.59555)  0.0004
O (1.07025, 3.73119, -3.62697)  0.0007
F (0.51568, 1.40477, -3.50623)  0.0011
S (0.29871, 3.64067, -0.88023)  -0.0015
O (-0.64532, 4.66171, -1.10005)  0.0004
O (1.65932, 4.05988, -0.52723)  0.0044
F (-0.23049, 3.17829, 0.58186)  -0.0004
N (-3.16513, 0.24185, 0.79324)  0.0055
S (-2.80700, 1.33783, 2.12212)  0.0009
O (-1.44560, 1.21137, 2.68605)  -0.0001
O (-3.82524, 1.81653, 3.03019)  0.0016
F (-2.66922, 2.52018, 1.04325)  -0.0003
S (-4.51140, -0.19908, 1.27798)  -0.0011
O (-5.57850, 0.80810, 1.45697)  0.0012
O (-4.65036, -1.39544, 2.12908)  0.0020
F (-4.77091, -0.93917, -0.14473)  0.0003
C (2.18113, -0.05526, 3.41591)  0.0000
C (3.31514, 0.72473, 2.73942)  0.0000
C (2.77169, 0.93918, 1.27247)  -0.0003
S (1.99920, -0.66779, 0.76034)  0.0001
O (3.02174, -1.44435, 0.15425)  0.0011
O (0.72152, -0.55109, 0.07075)  0.0090
C (1.72131, -1.25352, 2.51285)  0.0002
H (1.28606, 0.55658, 3.30369)  0.0000
H (2.40002, -0.27522, 4.46081)  0.0001
H (4.17395, 0.05635, 2.80134)  0.0000
H (3.51424, 1.63655, 3.30247)  0.0000
H (3.61402, 1.05301, 0.59011)  0.0000
H (2.06810, 1.76921, 1.20828)  0.0000
H (2.20629, -2.21643, 2.67317)  0.0001
H (0.67304, -1.50250, 2.67783)  0.0000

Its LUMO energy (spin up / spin down) is 0.335 / -4.320 eV. For the energy, the calculation gives -134730.404 eV. As for the gap between HOMO and LUMO (spin up / spin down): 8.08 / 3.42 eV. Its multiplicity is 2. As for the highest occupied orbital energy (spin up / spin down): -7.746 / -7.740 eV. Its charge is -1.